(1)
One molecule with the formula C5H8O, computed with the ωB97M-V functional and the def2-TZVPD basis.

XYZ file:
```
14
Properties=species:S:1:pos:R:3:lowdin_charge:R:1
C -0.419 -1.556 0.894 0.0016
C 0.096 -0.254 0.851 -0.3275
C 1.145 0.182 -0.589 -0.1411
C 0.382 1.045 -1.396 0.0000
O -1.478 0.694 -0.613 -0.0178
C -1.157 0.472 0.564 -0.2646
H -1.004 -1.942 0.067 0.0627
H -0.178 -2.235 1.707 0.0508
H 0.608 0.058 1.765 0.1304
H 1.374 -0.788 -1.026 0.0980
H 1.990 0.618 -0.059 0.0975
H 0.045 0.770 -2.387 0.0864
H 0.363 2.110 -1.178 0.0902
H -1.768 0.826 1.400 0.1332
```

Gap between HOMO and LUMO (alpha / beta) in eV: 7.569 / 7.579
Energy relative to the best compared isomer or geometry (same formula, charge and spin) in kcal/mol: 106.5
Energy in eV: -7357.6382
Strongest force on any atom in eV/A: 0.31
Net charge: 0

(2)
A 10-piece molecular cluster, C42H44Cl4N8 overall, computed with the ωB97M-V functional and the def2-TZVPD basis.

XYZ file:
```
98
Properties=species:S:1:pos:R:3:lowdin_charge:R:1
C -2.156 -3.842 -0.112 -0.0849
C -3.130 -4.709 -0.658 -0.0557
C -3.186 -6.034 -0.203 -0.1392
N -2.349 -6.466 0.769 0.0461
C -1.418 -5.627 1.299 -0.1261
C -1.308 -4.337 0.851 -0.1141
H -2.003 -2.867 -0.551 0.0859
H -3.760 -4.421 -1.487 0.0943
H -3.917 -6.753 -0.544 0.0960
H -0.788 -6.076 2.053 0.0810
H -0.566 -3.649 1.228 0.0419
C 4.536 3.373 0.062 -0.0678
C 3.714 3.960 -0.939 -0.0365
C 2.299 3.836 -0.780 -0.1481
N 1.757 3.189 0.242 0.0734
C 2.559 2.738 1.236 -0.1580
C 3.940 2.800 1.177 -0.0872
H 5.603 3.301 -0.088 0.0998
H 4.087 4.432 -1.835 0.0910
H 1.632 4.302 -1.490 0.0891
H 2.093 2.350 2.129 0.0802
H 4.540 2.281 1.910 0.0990
C 1.920 3.938 -4.634 -0.0715
C 1.716 2.722 -3.925 -0.0687
C 0.454 2.455 -3.369 -0.1493
N -0.582 3.272 -3.649 0.0563
C -0.388 4.421 -4.359 -0.1417
C 0.832 4.760 -4.902 -0.0882
H 2.877 4.248 -5.026 0.0991
H 2.504 1.993 -3.808 0.0867
H 0.239 1.573 -2.785 0.0681
H -1.261 5.029 -4.551 0.0999
H 0.935 5.705 -5.415 0.1001
C -1.538 2.838 6.383 -0.0696
C -2.745 2.409 5.839 -0.0715
C -2.744 1.976 4.535 -0.1631
N -1.648 1.999 3.747 0.0650
C -0.461 2.469 4.323 -0.1116
C -0.383 2.941 5.605 -0.0762
H -1.303 3.136 7.395 0.1021
H -3.647 2.509 6.423 0.1028
H -3.724 1.765 4.133 0.1073
H 0.456 2.433 3.753 0.0822
H 0.529 3.228 6.108 0.1045
C -3.791 -0.115 -4.088 -0.0921
C -2.743 -0.839 -3.638 -0.0981
C -2.063 -1.707 -4.497 -0.1092
N -2.475 -1.838 -5.797 0.0463
C -3.509 -1.090 -6.253 -0.1507
C -4.231 -0.224 -5.421 -0.0623
H -4.371 0.500 -3.416 0.1047
H -2.410 -0.803 -2.612 0.0586
H -1.256 -2.358 -4.196 0.0811
H -3.803 -1.202 -7.287 0.0933
H -5.139 0.239 -5.779 0.0942
C -1.604 4.403 -0.385 -0.0937
C -2.071 3.833 0.793 -0.0861
C -2.385 4.652 1.902 -0.1202
N -2.113 5.989 1.827 0.0374
C -1.632 6.532 0.710 -0.1585
C -1.389 5.780 -0.478 -0.0572
H -1.451 3.656 -1.149 0.0733
H -2.236 2.768 0.861 0.0682
H -2.884 4.178 2.735 0.0791
H -1.292 7.557 0.743 0.0916
H -1.096 6.273 -1.394 0.0870
C 0.755 -6.388 4.404 -0.0801
C 1.584 -6.835 3.385 -0.0829
C 2.158 -5.866 2.639 -0.1474
N 1.824 -4.542 2.720 0.0557
C 1.035 -4.104 3.762 -0.1328
C 0.454 -5.037 4.601 -0.0701
H 0.333 -7.075 5.122 0.1055
H 1.800 -7.891 3.326 0.1102
H 2.828 -6.042 1.810 0.1059
H 0.762 -3.060 3.795 0.0752
H -0.210 -4.767 5.409 0.1031
C 2.101 -1.317 -1.776 -0.1124
C 1.298 -2.344 -1.243 -0.0941
C 0.814 -3.364 -2.055 -0.1256
N 1.154 -3.412 -3.381 0.0452
C 1.923 -2.427 -3.887 -0.1384
C 2.465 -1.360 -3.111 -0.0619
H 2.484 -0.540 -1.131 0.0596
H 1.073 -2.298 -0.188 0.0578
H 0.131 -4.129 -1.717 0.0911
H 2.138 -2.508 -4.942 0.0965
H 3.124 -0.608 -3.518 0.0890
Cl 3.252 -0.999 1.500 0.5307
C 4.157 -2.360 2.326 -1.0075
Cl 5.719 -1.998 2.991 0.5513
H 3.483 -2.755 3.086 -0.0058
H 4.261 -3.119 1.551 0.0238
Cl -0.616 -1.013 2.116 0.5347
C -0.140 0.393 1.101 -1.0510
Cl -0.944 0.332 -0.394 0.6094
H -0.381 1.328 1.607 -0.0064
H 0.910 0.320 0.821 -0.0376
```

SMILES: c1ccncc1.c1ccncc1.c1ccncc1.c1ccncc1.c1ccncc1.c1ccncc1.c1ccncc1.c1ccncc1.ClCCl.ClCCl
Gap between HOMO and LUMO in eV: 9.368
Energy relative to the best compared isomer or geometry (same formula, charge and spin) in kcal/mol: 35.3
Energy in eV: -106275.2785
Strongest force on any atom in eV/A: 3.18
Net charge: 0

(3)
C3H3ClF2S2 as an isolated structure, computed with the ωB97M-V functional and the def2-TZVPD basis.

XYZ file:
```
11
Properties=species:S:1:pos:R:3:lowdin_charge:R:1
C 0.576 -0.345 -0.515 -1.2447
C -0.912 -0.319 -0.278 -0.7406
C -1.230 0.132 1.024 -0.5788
H 0.239 0.941 -2.665 0.0623
H -2.413 0.449 0.906 0.1629
H -1.351 -0.794 1.812 0.1582
F -1.651 -1.519 -0.275 0.0442
F -1.355 0.544 -1.227 0.0119
S 1.363 0.543 -1.606 0.8310
S 1.461 -1.369 0.449 0.6926
Cl -0.306 1.445 1.799 0.6009
```

Gap between HOMO and LUMO in eV: 8.174
Energy relative to the best compared isomer or geometry (same formula, charge and spin) in kcal/mol: 46.1
Energy in eV: -42785.0794
Strongest force on any atom in eV/A: 7.68
Net charge: 0

(4)
A 7-piece molecular cluster, C48H93BrCl2IN5O23 overall, computed with the ωB97M-V functional and the def2-TZVPD basis.

XYZ file:
```
173
Properties=species:S:1:pos:R:3:lowdin_charge:R:1
C 1.842 2.805 1.833 -0.0886
C 1.181 3.666 0.628 -0.1269
C -0.399 3.838 0.762 -0.3439
O -0.894 4.862 1.311 0.0510
O -1.324 2.848 0.328 -0.0668
C -1.398 2.805 -1.128 -0.1429
C -2.362 1.536 -1.481 -0.0776
C -1.855 0.650 -2.688 -0.3917
C -0.363 0.015 -2.425 -0.1263
C 0.093 -0.085 -0.905 -0.0773
C 1.113 -1.329 -0.769 -0.3688
O 1.262 -1.964 0.304 0.0459
O 1.909 -1.777 -1.869 0.0253
C -1.540 1.773 -3.863 -0.1827
C -1.719 1.201 -5.342 -0.6932
C -1.497 2.476 -6.344 -0.1584
Br -0.384 -0.160 -5.893 0.6677
O -2.614 -0.327 -3.324 -0.1332
C -3.839 -0.897 -3.004 -0.4175
C -3.895 -2.045 -1.843 -0.1190
C -2.699 -2.011 -0.793 -0.1754
C -2.879 -3.344 0.143 -0.1768
C -1.416 -3.992 0.443 -0.1937
C -1.474 -5.618 0.485 -0.2743
N -0.100 -6.195 0.668 -0.0361
C -4.165 -1.768 -4.363 -0.4927
Cl -5.631 -1.574 -5.419 0.6135
C -3.254 -2.758 -4.859 -0.6029
C -3.561 -3.571 -6.225 -0.1478
Cl -1.710 -3.222 -4.024 0.6496
C -5.139 0.007 -2.769 -0.6208
I -5.300 1.767 -4.082 0.9329
N -5.327 0.481 -1.334 -0.1110
C -6.711 0.110 -0.854 -0.1607
C -7.104 0.885 0.509 -0.6103
N -8.595 0.640 0.680 0.0204
N -6.934 2.370 0.410 0.0530
N -6.465 0.325 1.729 0.0661
H 2.852 3.279 2.086 0.0808
H 2.090 1.760 1.411 0.0722
H 1.155 2.665 2.728 0.0906
H 1.423 3.104 -0.340 0.0959
H 1.645 4.702 0.560 0.1235
H -0.329 2.594 -1.501 0.1063
H -1.816 3.788 -1.562 0.1517
H -3.330 2.067 -1.823 0.0794
H -2.587 1.007 -0.501 0.1126
H 0.453 0.583 -2.999 0.1060
H -0.336 -1.053 -2.863 0.0778
H 0.733 0.842 -0.636 0.1114
H -0.717 -0.148 -0.116 0.1145
H 2.376 -1.025 -2.297 0.1231
H -2.380 2.559 -3.726 0.0761
H -0.566 2.330 -3.680 0.1224
H -2.789 0.844 -5.577 0.0613
H -2.033 3.367 -5.881 0.0759
H -2.054 2.187 -7.312 0.0857
H -0.379 2.619 -6.500 0.0657
H -4.891 -2.024 -1.257 0.1180
H -3.881 -3.110 -2.287 0.1034
H -2.693 -1.137 -0.067 0.1040
H -1.728 -2.178 -1.362 0.0713
H -3.525 -4.134 -0.381 0.1052
H -3.341 -3.011 1.142 0.1121
H -0.644 -3.735 -0.354 0.0856
H -1.039 -3.553 1.441 0.1174
H -2.174 -5.926 1.329 0.1137
H -1.856 -5.933 -0.554 0.1139
H -0.145 -6.860 1.463 0.0682
H 0.160 -6.785 -0.139 0.0640
H -4.564 -4.109 -6.199 0.0726
H -3.556 -2.785 -7.072 0.0837
H -2.701 -4.284 -6.470 0.0711
H -6.124 -0.574 -2.944 0.0752
H -5.394 1.513 -1.445 0.0223
H -6.823 -1.020 -0.746 0.1262
H -7.473 0.490 -1.641 0.1218
H -9.093 1.310 0.062 0.0721
H -8.868 0.844 1.659 0.0756
H -7.652 2.780 1.038 0.0796
H -7.261 2.659 -0.536 0.0658
H -7.123 -0.400 2.077 0.0780
H -5.582 -0.115 1.431 0.0673
C 3.242 -4.504 1.782 -0.0552
C 3.132 -3.403 2.820 -0.2043
O 2.793 -3.944 4.106 0.0414
C 3.810 -4.496 4.779 -0.5707
O 4.957 -4.566 4.402 0.0972
O 3.332 -4.983 5.936 0.0052
C 4.304 -5.677 6.716 -0.0449
H 2.333 -5.111 1.769 0.0700
H 3.404 -4.084 0.789 0.0715
H 4.071 -5.179 2.010 0.0669
H 2.325 -2.723 2.541 0.1060
H 4.049 -2.810 2.878 0.1207
H 5.193 -5.064 6.880 0.0966
H 4.569 -6.618 6.230 0.1002
H 3.857 -5.901 7.686 0.0931
C -2.490 6.265 2.983 -0.0835
C -1.793 7.572 3.309 -0.2043
O -2.399 8.665 2.603 0.0315
C -3.541 9.132 3.128 -0.5914
O -4.084 8.726 4.127 0.1189
O -3.991 10.120 2.335 -0.0068
C -5.251 10.653 2.736 -0.0511
H -2.530 6.112 1.906 0.0611
H -1.970 5.424 3.443 0.0770
H -3.523 6.269 3.342 0.0790
H -0.754 7.521 2.978 0.1215
H -1.780 7.765 4.386 0.1227
H -5.237 10.959 3.784 0.0959
H -6.040 9.918 2.561 0.0980
H -5.453 11.532 2.123 0.0920
C -4.973 8.354 -1.626 -0.0620
C -4.624 7.239 -2.593 -0.2124
O -5.499 6.117 -2.416 0.0242
C -6.713 6.235 -2.975 -0.5912
O -7.117 7.180 -3.607 0.1240
O -7.413 5.124 -2.688 -0.0292
C -8.761 5.153 -3.154 -0.0466
H -4.992 7.980 -0.599 0.0812
H -4.247 9.167 -1.695 0.0829
H -5.965 8.761 -1.834 0.0758
H -3.612 6.883 -2.388 0.1201
H -4.641 7.585 -3.630 0.1245
H -8.807 5.387 -4.219 0.0980
H -9.340 5.875 -2.575 0.1006
H -9.189 4.161 -3.001 0.0900
C 4.175 1.175 5.831 -0.0610
C 4.693 1.436 4.429 -0.2144
O 5.147 2.789 4.296 0.0234
C 6.362 3.045 4.805 -0.5894
O 7.090 2.247 5.344 0.1234
O 6.620 4.352 4.632 -0.0006
C 7.855 4.778 5.206 -0.0473
H 3.416 1.914 6.102 0.0827
H 3.741 0.176 5.903 0.0788
H 4.976 1.257 6.569 0.0765
H 3.880 1.304 3.711 0.1079
H 5.483 0.731 4.154 0.1259
H 8.686 4.159 4.862 0.0968
H 7.785 4.758 6.295 0.0996
H 8.035 5.805 4.887 0.0933
C 7.785 -4.846 3.497 -0.0639
C 7.212 -4.974 2.098 -0.2088
O 8.210 -4.687 1.107 0.0340
C 9.075 -5.679 0.852 -0.5920
O 9.079 -6.771 1.367 0.1160
O 9.955 -5.239 -0.065 -0.0080
C 10.987 -6.175 -0.369 -0.0519
H 8.257 -3.869 3.632 0.0856
H 7.004 -4.969 4.245 0.0471
H 8.556 -5.599 3.679 0.0759
H 6.416 -4.239 1.964 0.1128
H 6.772 -5.961 1.931 0.1268
H 10.573 -7.146 -0.648 0.0927
H 11.662 -6.274 0.484 0.0987
H 11.553 -5.786 -1.216 0.0923
C 7.555 -6.767 -3.321 -0.0632
C 6.645 -7.592 -2.430 -0.2128
O 5.729 -6.752 -1.718 0.0303
C 4.668 -6.324 -2.421 -0.5868
O 4.423 -6.590 -3.574 0.1188
O 3.937 -5.528 -1.625 -0.0038
C 2.813 -4.931 -2.271 -0.0444
H 8.049 -5.982 -2.743 0.0773
H 8.314 -7.397 -3.788 0.0795
H 6.987 -6.270 -4.112 0.0757
H 7.245 -8.110 -1.679 0.1213
H 6.109 -8.357 -2.999 0.1236
H 2.188 -5.683 -2.758 0.0972
H 3.152 -4.185 -2.993 0.0974
H 2.215 -4.429 -1.509 0.0736
```

SMILES: CCC(=O)OCC[C@](CCC(=O)O)(C[C@@H](C)Br)O[C@](CCCCCN)(/C(Cl)=C(/C)Cl)[C@H](I)NCC(N)(N)N.CCOC(=O)OC.CCOC(=O)OC.CCOC(=O)OC.CCOC(=O)OC.CCOC(=O)OC.CCOC(=O)OC
Gap between HOMO and LUMO in eV: 9.157
Energy in eV: -209009.8427
Strongest force on any atom in eV/A: 5.45
Net charge: 0

(5)
One molecule with the formula C5H9NO, computed with the ωB97M-V functional and the def2-TZVPD basis.

XYZ file:
```
16
Properties=species:S:1:pos:R:3:lowdin_charge:R:1
C -2.838 -0.439 0.144 -0.0785
C -1.586 0.341 0.391 -0.2389
N -0.537 -0.232 0.806 0.0354
C 0.707 0.511 0.751 -0.1909
C 1.362 0.077 -0.542 -0.3121
C 2.766 -0.297 -0.690 -0.1191
O 1.750 -1.281 -0.605 -0.0334
H -3.165 -0.269 -0.889 0.0739
H -3.659 -0.136 0.799 0.0710
H -2.622 -1.500 0.291 0.0768
H -1.601 1.415 0.137 0.1175
H 1.339 0.241 1.603 0.1202
H 0.567 1.607 0.736 0.1166
H 0.834 0.417 -1.434 0.1409
H 3.248 -0.210 -1.664 0.1092
H 3.434 -0.246 0.167 0.1113
```

SMILES: C/C=N/C[C@H]1CO1
Gap between HOMO and LUMO in eV: 10.835
Energy relative to the best compared isomer or geometry (same formula, charge and spin) in kcal/mol: 60.6
Energy in eV: -8866.5842
Strongest force on any atom in eV/A: 0.45
Net charge: 0